This record from OMol25 describes one molecule with the formula C22H29N7O5. The level of theory is ωB97M-V/def2-TZVPD.

**Charge**: 0
**E_tot**: -1615.2779 hartree
**SMILES string**: COc1ccc(C[C@H](N)C(=O)N[C@H]2[C@@H](O)[C@H](n3cnc4c(N(C)C)ncnc43)O[C@@H]2CO)cc1

Positions of all 63 atoms, in Å:
C1 -2.4244 4.3962 -0.0879
H1 -3.4296 4.7698 -0.3069
O1 -1.9770 3.5017 -1.0791
C2 -2.6275 2.3160 -1.2196
C3 -3.7857 1.9507 -0.5397
C4 -4.3452 0.7007 -0.7464
C5 -3.7669 -0.2191 -1.6093
C6 -2.6204 0.1635 -2.3004
C7 -2.0619 1.4110 -2.1201
H2 -1.1777 1.7124 -2.6603
H3 -2.1579 -0.5273 -2.9918
C8 -4.3406 -1.5976 -1.7855
H4 -3.7892 -2.1163 -2.5687
H5 -5.3841 -1.5288 -2.1039
C9 -4.3370 -2.4559 -0.4927
N1 -5.6897 -2.5777 0.0168
H6 -5.9883 -1.6806 0.3931
H7 -5.7105 -3.2305 0.7937
C10 -3.3861 -1.8878 0.5677
O2 -3.7894 -1.5639 1.6746
N2 -2.0987 -1.7837 0.2090
H8 -1.7610 -2.1107 -0.6845
C11 -1.0995 -1.2712 1.1132
C12 0.3017 -1.3983 0.4881
O3 0.3327 -2.3138 -0.5577
H9 1.2790 -2.3835 -0.8268
H10 1.0266 -1.6627 1.2726
C13 0.5949 0.0564 0.0383
N3 1.9958 0.3619 0.0462
C14 2.5729 1.5462 0.4119
N4 3.8687 1.5233 0.3815
C15 4.2048 0.2556 -0.0291
C16 3.0299 -0.4806 -0.2483
N5 2.9773 -1.7524 -0.6667
C17 4.1822 -2.2721 -0.8423
N6 5.3516 -1.7076 -0.6465
C18 5.4268 -0.4280 -0.2290
N7 6.6381 0.0988 -0.0247
C19 6.8373 1.4534 0.4207
H11 7.4539 1.9915 -0.3026
H12 5.8797 1.9563 0.5257
H13 7.3550 1.4549 1.3843
C20 7.8313 -0.6881 -0.2075
H14 7.5454 -1.6795 -0.5482
H15 8.3753 -0.7672 0.7382
H16 8.4814 -0.2147 -0.9459
H17 4.2063 -3.2991 -1.1828
H18 1.9799 2.3897 0.6984
O4 -0.0479 0.8776 0.9686
C21 -1.2599 0.2525 1.3690
H19 -2.0811 0.6300 0.7423
C22 -1.5547 0.6346 2.8263
O5 -2.9169 0.6305 3.1181
H20 -3.3104 -0.1987 2.7829
H21 -0.9949 -0.0326 3.5004
H22 -1.1979 1.6559 2.9847
H23 0.1804 0.2065 -0.9781
H24 -1.1673 -1.8226 2.0576
H25 -3.9916 -3.4674 -0.7384
H26 -5.2450 0.4416 -0.2097
H27 -4.2570 2.6233 0.1588
H28 -2.4151 3.9302 0.9021
H29 -1.7211 5.2275 -0.1039

For reference, the Löwdin charges in units of e are: -0.08, 0.10, -0.08, -0.29, -0.01, -0.03, -0.25, -0.04, -0.01, 0.12, 0.12, -0.09, 0.11, 0.12, -0.30, 0.05, 0.07, 0.08, -0.44, 0.06, 0.14, 0.14, -0.14, -0.25, -0.03, 0.06, 0.17, -0.22, 0.08, -0.10, 0.11, -0.13, -0.21, 0.11, -0.20, 0.12, -0.22, -0.16, -0.04, 0.09, 0.06, 0.09, -0.05, 0.07, 0.09, 0.09, 0.11, 0.14, -0.02, -0.22, 0.14, -0.21, -0.06, 0.05, 0.13, 0.13, 0.17, 0.16, 0.15, 0.12, 0.11, 0.10, 0.09